Entry 1:
The following is a DFT calculation (wB97M-V/def2-TZVPD) of the ion C23H47N2O2 with charge +1 in a non-equilibrium geometry.

As for the net charge: +1. As for the spin multiplicity: 1. The calculation puts the orbital gap at 10.297 eV. Its SMILES is CCCCCCCCCCCCC[C@@H]1[C@H](CCC)NCC[N@H+]1COC(C)=O.

XYZ file:
```
74
Properties=species:S:1:pos:R:3:forces:R:3:lowdin_charge:R:1
C -2.8907 0.3364 1.3303 -2.175 -2.179 0.236 -0.082
C -2.0942 -0.4690 0.2845 -0.224 0.040 0.061 -0.216
C -2.5660 -1.9238 0.1433 -0.053 0.022 -0.033 -0.191
C -1.6699 -2.7969 -0.7614 0.235 0.113 -0.054 -0.206
C -2.3835 -3.4168 -1.9714 -0.038 -0.029 -0.008 -0.207
C -2.6106 -2.3907 -3.0885 -0.096 0.235 0.134 -0.200
C -1.3285 -2.0169 -3.8632 0.175 -0.057 0.082 -0.192
C -0.8470 -0.5878 -3.5669 -0.043 0.169 0.076 -0.217
C 0.6726 -0.3769 -3.6157 0.004 -0.170 0.201 -0.202
C 1.0438 1.1079 -3.6525 0.077 0.074 0.008 -0.202
C 0.9177 1.7475 -2.2609 -0.214 0.046 0.077 -0.201
C 2.1272 1.5124 -1.3263 0.215 0.013 -0.010 -0.156
C 1.9784 0.4898 -0.1641 -0.072 -0.064 -0.074 -0.127
C 2.1204 1.0905 1.2476 0.019 0.148 -0.049 -0.175
C 3.0462 0.3384 2.2315 0.027 -0.069 -0.001 -0.283
C 2.5967 -1.0772 2.6492 -0.030 0.000 0.038 -0.140
C 2.8017 -2.2163 1.6317 0.141 -0.169 0.014 -0.234
C 1.5268 -2.7416 0.9742 -0.138 0.010 -0.025 -0.105
N 3.2648 1.1337 3.4361 0.049 0.109 -0.025 -0.022
C 2.0461 1.5055 4.1267 -0.062 0.023 0.125 -0.173
C 0.9425 2.0666 3.2279 -0.117 0.163 0.083 -0.061
N 0.7793 1.2865 1.9428 0.024 0.128 0.026 -0.008
C -0.2556 1.9456 1.0848 0.094 0.303 0.188 -0.125
O -1.4454 1.8186 1.8133 4.677 3.270 -0.106 -0.162
C -2.3715 2.8498 1.7586 2.163 -0.379 -3.825 -0.587
C -2.6788 3.3986 0.3990 -0.034 0.337 -0.462 0.041
O -2.8592 3.1637 2.7362 -2.500 1.538 4.563 0.243
H -3.8092 -0.1904 1.6120 -0.093 -0.171 -0.412 0.100
H -2.3160 0.4954 2.2509 -1.513 -1.450 -0.362 0.096
H -3.1874 1.3229 0.9562 -0.553 -1.336 -0.077 0.055
H -1.0251 -0.4728 0.5517 -0.095 -0.171 -0.069 0.078
H -2.1579 0.0206 -0.7001 0.055 -0.110 0.165 0.101
H -3.5896 -1.9175 -0.2578 0.154 0.045 0.140 0.119
H -2.6320 -2.3605 1.1478 -0.031 0.035 -0.149 0.117
H -1.1911 -3.5879 -0.1731 -0.105 0.121 -0.037 0.104
H -0.8476 -2.1659 -1.1401 -0.057 -0.203 0.040 0.088
H -3.3497 -3.8383 -1.6624 0.193 0.047 0.048 0.113
H -1.7831 -4.2558 -2.3488 -0.144 0.148 -0.022 0.112
H -2.9922 -1.4696 -2.6141 -0.123 -0.224 -0.192 0.102
H -3.4006 -2.7296 -3.7657 0.172 -0.040 0.064 0.110
H -0.5211 -2.7187 -3.6014 -0.181 0.080 -0.028 0.112
H -1.4929 -2.1322 -4.9400 0.089 0.004 0.143 0.113
H -1.2140 -0.3238 -2.5634 0.129 0.066 -0.232 0.070
H -1.3179 0.1275 -4.2576 -0.013 -0.192 0.108 0.122
H 1.1061 -0.9296 -4.4583 -0.089 0.189 0.066 0.120
H 1.1075 -0.8096 -2.6969 0.022 -0.135 -0.287 0.107
H 2.0651 1.2618 -4.0281 -0.189 -0.063 0.069 0.114
H 0.3717 1.6234 -4.3502 0.142 -0.052 0.081 0.113
H 0.7593 2.8293 -2.3583 0.009 -0.203 -0.040 0.113
H 0.0011 1.3366 -1.8089 0.117 0.173 -0.034 0.079
H 2.4318 2.4819 -0.9092 0.000 -0.187 -0.030 0.107
H 2.9750 1.1844 -1.9405 -0.142 0.125 0.078 0.117
H 2.7472 -0.2847 -0.2657 -0.177 0.197 0.034 0.112
H 1.0223 -0.0425 -0.2505 0.198 0.033 -0.018 0.085
H 2.5210 2.1122 1.1698 -0.097 -0.190 -0.031 0.155
H 4.0097 0.2395 1.7132 -0.157 0.053 0.134 0.164
H 3.1830 -1.2877 3.5507 -0.117 0.049 -0.154 0.128
H 1.5473 -1.0876 2.9863 0.137 0.005 -0.024 0.107
H 3.2710 -3.0524 2.1648 -0.060 0.172 -0.134 0.114
H 3.5252 -1.9082 0.8653 -0.073 -0.112 0.141 0.103
H 1.0918 -2.0294 0.2619 0.053 -0.179 0.200 0.036
H 1.7193 -3.6680 0.4226 -0.013 0.172 0.070 0.086
H 0.7679 -2.9702 1.7357 0.124 0.040 -0.161 0.084
H 3.8779 1.9255 3.2831 -0.106 -0.072 -0.082 0.126
H 2.2716 2.2904 4.8576 -0.020 -0.228 -0.071 0.138
H 1.6647 0.6509 4.7016 0.048 0.102 -0.180 0.126
H 1.1588 3.0961 2.9169 0.037 -0.202 0.019 0.145
H -0.0274 2.0529 3.7339 0.179 0.059 -0.108 0.143
H 0.3970 0.3659 2.1854 0.109 -0.038 -0.100 0.174
H 0.0646 2.9838 0.9343 -0.001 -0.108 -0.014 0.169
H -0.3003 1.4202 0.1326 -0.030 0.099 0.124 0.096
H -2.5558 4.4871 0.4127 -0.005 -0.207 -0.018 0.112
H -2.0747 2.9577 -0.3991 -0.118 0.093 0.097 0.089
H -3.7358 3.1894 0.1963 0.231 0.143 0.003 0.117
```
Positions in Å, forces in eV/Å.

---

Entry 2:
The following is a DFT calculation (wB97M-V/def2-TZVPD) of a cluster of 6 separate species, C23H47NO11 in total in a non-equilibrium geometry.

As for the net charge: +1. As for the spin multiplicity: 2. The calculation puts the orbital gap (spin up / spin down) at 7.815 / 2.931 eV.

XYZ file:
```
82
Properties=species:S:1:pos:R:3:forces:R:3:lowdin_spin:R:1
C 0.8721 1.3842 -7.9540 0.507 -0.131 -2.905 -0.021
O 1.7091 0.6699 -8.4907 -0.259 0.332 1.076 0.339
N 0.2107 1.0279 -6.8363 -2.119 0.085 2.030 0.484
C -1.0267 1.7762 -6.4841 0.017 0.198 -0.643 0.054
C 0.5467 -0.0573 -5.9273 -0.139 -0.664 -0.781 0.049
H 0.4269 2.2443 -8.4776 0.355 0.110 0.326 -0.006
H -1.9313 1.1915 -6.6514 0.221 -0.863 0.151 0.028
H -1.2281 2.6138 -7.1519 0.763 0.216 0.122 0.001
H -1.0364 2.0904 -5.4404 0.382 0.027 0.093 0.020
H -0.3921 -0.5506 -5.6756 -0.015 0.390 0.607 0.010
H 1.1410 -0.8586 -6.3663 0.418 0.571 -0.348 0.005
H 1.0775 0.4085 -5.0970 -0.160 -0.205 0.288 0.027
O 1.2553 1.2110 -0.5245 -0.859 -1.902 -1.004 0.000
C 0.8736 0.0779 -0.8377 1.312 1.588 2.112 0.000
O 0.0633 -0.6460 -0.0497 -0.043 -1.335 -1.498 0.000
C -0.3229 -0.3428 1.2763 -1.217 0.949 0.851 0.000
C -1.5276 -1.1816 1.7060 0.063 -1.387 -0.847 0.000
C 1.4645 -0.7187 -2.0029 -0.952 -0.599 0.533 0.001
H -0.7543 0.6577 1.3066 0.813 0.480 0.067 0.000
H 0.5249 -0.4632 1.9506 0.027 0.154 -0.093 0.000
H -1.3727 -2.2569 1.6177 0.511 -0.119 -0.005 0.000
H -2.3604 -1.0341 1.0184 -0.127 0.468 0.090 0.000
H -1.8711 -1.0577 2.7330 0.254 0.619 -0.039 0.000
H 2.5506 -0.7088 -1.9116 -0.092 0.565 -0.413 0.000
H 1.0219 -0.3842 -2.9411 0.540 0.442 -0.099 0.000
H 1.2057 -1.7767 -1.9587 -0.207 0.046 0.393 0.000
O -0.1240 4.3071 -4.1020 0.542 0.332 0.528 0.004
C 1.0358 4.1402 -3.7727 -0.942 0.311 0.939 0.000
O 1.6477 4.6621 -2.6675 0.177 -1.029 -1.495 0.001
C 0.9269 5.4146 -1.6733 -1.249 0.644 -0.139 0.000
C 0.0840 4.5332 -0.7747 0.372 0.235 0.105 0.000
C 1.8605 3.1477 -4.5488 0.786 -0.022 0.217 0.002
H 0.2455 6.0948 -2.1844 0.125 0.126 -0.195 0.000
H 1.6360 6.0256 -1.1148 0.288 -0.340 -0.272 0.000
H 0.7208 3.9229 -0.1343 -0.209 -0.550 -0.409 0.000
H -0.6208 4.0139 -1.4241 0.117 -0.503 0.381 0.000
H -0.4997 5.1327 -0.0761 -0.036 0.315 -0.192 0.000
H 1.6587 3.1528 -5.6199 -0.093 0.623 0.026 0.000
H 1.5299 2.1600 -4.2276 0.260 -0.007 0.497 0.000
H 2.9299 3.2716 -4.3778 -0.088 -0.217 0.024 0.000
O -5.3811 -2.0792 4.1969 0.673 2.221 0.014 0.000
C -5.1136 -0.8959 4.4243 -0.967 -1.570 0.193 0.000
O -5.2081 0.0877 3.5195 0.090 0.351 1.314 0.000
C -5.6867 -0.2366 2.2329 0.550 0.670 -0.970 0.000
C -5.4860 1.0254 1.3755 0.294 -0.597 0.366 0.000
C -4.7704 -0.4110 5.8160 0.970 -0.004 -0.124 0.000
H -6.7403 -0.5143 2.2623 0.150 -0.356 0.086 0.000
H -5.0177 -1.0285 1.8962 -0.584 -0.315 -0.456 0.000
H -4.4269 1.2820 1.3997 0.056 0.053 -0.071 0.000
H -6.0310 1.8826 1.7709 -0.174 -0.141 -0.097 0.000
H -5.7584 0.8183 0.3406 -0.155 0.114 0.049 0.000
H -4.5220 -1.3158 6.3708 -0.603 0.250 0.403 0.000
H -5.5080 0.2661 6.2468 -0.530 -0.643 -0.001 0.000
H -3.8848 0.2182 5.9050 0.313 -0.041 -0.702 0.000
O 1.6388 -2.0646 4.7384 -2.109 -0.392 1.125 0.000
C 0.6473 -1.4913 5.1963 2.053 -0.634 -1.829 0.000
O -0.4814 -2.0236 5.7327 0.563 -0.150 -0.079 0.000
C -0.8510 -3.4522 5.6901 -0.914 -0.053 -0.214 0.000
C -2.0102 -3.6287 4.6890 0.991 0.442 0.010 0.000
C 0.6608 0.0197 5.0836 -0.708 -0.023 1.343 0.000
H -1.3195 -3.7623 6.6242 0.489 0.778 0.567 0.000
H -0.0186 -4.1455 5.5693 0.262 0.552 -0.521 0.000
H -2.8884 -3.0633 5.0005 0.051 -0.035 0.115 0.000
H -2.2770 -4.6845 4.6421 0.021 0.045 -0.187 0.000
H -1.7014 -3.2383 3.7192 -0.120 -0.355 -0.161 0.000
H 1.0493 0.3867 6.0336 -0.460 0.089 0.427 0.000
H -0.3656 0.3615 4.9503 0.217 0.437 -0.074 0.000
H 1.4034 0.4574 4.4164 -0.387 -0.706 -0.594 0.000
O 3.1089 -3.0168 -0.0348 3.500 2.951 2.131 0.000
C 3.9396 -2.2113 0.5199 -2.334 -2.294 -2.779 0.000
O 5.2041 -2.0075 0.0543 -0.332 0.599 1.720 0.000
C 5.8310 -2.8993 -0.8409 -0.581 -1.742 -0.063 0.000
C 5.4185 -2.6164 -2.2398 -0.051 0.053 -1.239 0.000
C 3.5606 -1.3179 1.6812 0.069 -1.033 0.528 0.000
H 5.6194 -3.9281 -0.5493 -0.859 -0.080 -0.045 0.000
H 6.9148 -2.9697 -0.7482 0.114 1.282 0.350 0.000
H 5.9432 -1.7479 -2.6379 0.132 -0.032 -0.068 0.000
H 4.3555 -2.4256 -2.3877 -0.075 -0.126 0.485 0.000
H 5.6352 -3.4890 -2.8561 0.234 0.083 -0.170 0.000
H 4.3029 -1.3497 2.4788 0.430 0.243 -0.340 0.000
H 2.7150 -1.8042 2.1676 -0.362 0.298 -0.301 0.000
H 3.3484 -0.2817 1.4179 0.038 -0.139 -0.220 0.000
```
Positions in Å, forces in eV/Å.

---

Entry 3:
The following is a DFT calculation (wB97M-V/def2-TZVPD) of a structure of composition C23H48B2BrCl3N3O8S6 in a non-equilibrium geometry.

As for the net charge: +1. As for the spin multiplicity: 1. The calculation puts the orbital gap at 6.362 eV.

XYZ file:
```
94
Properties=species:S:1:pos:R:3:forces:R:3:lowdin_charge:R:1
C -2.1508 -4.6565 1.4793 -0.367 -0.323 0.016 -0.124
C -1.5496 -4.6318 0.0583 0.101 0.216 1.007 -0.134
B -0.5965 -3.5022 -0.4836 -0.686 -0.265 -0.761 -0.464
O -0.3503 -3.5799 -1.8271 0.967 0.215 0.373 0.091
C 0.3187 -2.3967 0.3145 0.187 -0.771 0.066 -0.283
N 0.4598 -3.0891 1.6458 0.965 -1.503 -1.337 0.000
C 1.2310 -4.0491 1.7404 -0.501 2.390 0.619 -0.731
S 2.4178 -4.9915 2.0882 -0.204 -0.545 -0.097 0.837
O 1.6327 -2.5823 -0.2403 -0.783 0.797 -0.263 -0.088
C 2.2870 -1.5670 -0.9160 1.086 0.322 -0.411 -0.618
S 1.6510 -1.3320 -2.6637 -0.319 -0.337 -0.405 0.859
C 3.7272 -2.1081 -1.1390 0.076 -1.225 -0.225 -0.240
N 3.6580 -3.5425 -1.4280 -0.039 0.191 0.673 0.033
C 2.3323 -0.2242 -0.1124 0.944 -1.724 -1.618 -0.268
C 3.2870 0.6291 -0.9458 -0.034 2.801 0.573 -0.105
C 3.4811 2.1104 -0.5528 -1.823 0.375 -0.732 -0.370
C 3.1945 3.0912 -1.6783 3.342 -0.801 0.817 -0.010
O 4.5618 2.6742 -1.1368 0.817 -0.229 0.099 -0.041
B 3.1000 -0.4405 1.3197 0.181 -0.216 1.353 -0.741
O 4.1795 0.3594 1.6907 -0.332 -0.272 -1.089 0.151
O 2.7946 -1.4762 2.1740 -0.207 0.001 -0.877 0.138
N 0.8757 0.2735 0.0984 0.329 0.906 1.201 -0.240
Cl 1.2081 1.2083 1.6062 0.346 1.023 -0.423 0.967
C 0.3830 1.3194 -0.8761 -0.438 1.157 -1.477 -0.293
C 0.2001 2.7895 -0.4622 -1.031 0.351 -0.655 -0.673
C -1.0840 3.1200 0.2967 0.754 0.277 0.065 -0.173
Br -0.1297 3.6343 -2.2437 0.242 -0.171 0.057 0.813
C -0.1805 -0.8939 0.4594 -1.710 -0.321 3.646 -0.372
S -0.3438 -0.8506 2.3585 0.187 -1.216 0.497 0.806
C -1.7245 -0.5297 0.1271 0.135 -0.090 -0.925 -0.599
Cl -2.9514 -1.3681 1.1617 0.400 -0.113 -0.196 0.752
C -2.3351 -0.5884 -1.3119 -1.246 0.033 -0.346 -0.690
C -3.5057 -1.5571 -1.5883 0.599 0.075 -0.797 -0.160
Cl -1.1971 -0.7692 -2.6611 -0.144 -0.053 0.273 0.723
H -1.8021 -3.9044 2.1782 0.193 0.155 -0.159 0.039
H -3.2329 -4.5583 1.4236 -0.091 0.115 -0.004 0.067
H -1.9837 -5.6258 1.9444 0.101 -0.062 0.070 0.073
H -2.3587 -4.7369 -0.6632 -0.008 0.081 -0.209 0.104
H -0.9821 -5.5631 -0.0684 0.172 0.009 -0.135 0.118
H -0.1425 -4.4835 -2.0834 -0.546 -0.136 -0.402 0.129
H 2.7732 -1.0620 -3.3488 0.228 -0.044 0.444 -0.081
H 4.3738 -2.0126 -0.2574 -0.144 0.290 0.132 0.126
H 4.2061 -1.6254 -1.9855 0.024 0.658 0.273 0.100
H 2.8911 -3.7531 -2.0503 0.138 -0.053 -0.243 0.062
H 4.5433 -3.8514 -1.7988 -0.087 -0.156 -0.232 0.086
H 3.0947 0.7456 -2.0059 -0.307 -0.857 -0.114 0.092
H 4.3181 0.3111 -0.8308 -0.140 -0.786 0.083 0.136
H 3.2223 2.4300 0.4403 0.214 0.036 0.398 0.111
H 3.3411 4.1462 -1.5185 -1.441 0.371 -0.259 0.119
H 3.3088 2.6306 -2.6484 -1.284 0.552 -0.538 0.116
H 4.9841 -0.0964 1.4167 0.410 0.327 0.376 0.127
H 3.4083 -2.2148 2.0695 -0.138 -0.211 0.411 0.101
H 0.9729 1.3407 -1.7857 0.751 -0.571 0.347 0.066
H -0.5846 1.0974 -1.3136 -0.022 -0.681 0.591 0.039
H 1.0662 3.3362 -0.1237 0.178 -0.256 0.239 0.061
H -1.9402 2.6540 -0.1870 -0.084 -0.155 0.077 0.069
H -1.2228 4.1949 0.2177 -0.233 0.101 0.265 0.045
H -1.0090 2.8670 1.3529 -0.163 -0.154 0.079 0.067
H -1.1867 0.1609 2.6499 0.046 0.204 -0.741 -0.075
H -1.8480 0.4851 0.4842 0.321 0.236 -0.162 0.053
H -2.8065 0.3774 -1.4805 0.292 0.330 0.115 0.100
H -4.4454 -1.1804 -1.2054 -0.006 -0.221 0.493 0.075
H -3.2846 -2.5848 -1.3226 -0.171 -0.059 0.304 0.060
H -3.6122 -1.5488 -2.6708 -0.096 -0.029 -0.099 0.068
C 0.6312 -1.0333 7.4360 -0.030 0.012 0.122 -0.264
S 0.1596 -1.7309 5.8496 0.185 0.014 -0.055 0.766
O -1.3084 -1.5396 5.6936 -0.001 0.043 -0.057 -0.558
C 0.4353 -3.4450 6.3061 -0.031 -0.119 0.044 -0.259
H 0.4951 0.0448 7.3847 -0.016 -0.004 -0.053 0.051
H -0.0018 -1.4459 8.2213 -0.035 -0.018 -0.035 0.062
H 1.6789 -1.2595 7.6334 0.006 -0.002 -0.037 0.056
H -0.1852 -3.7007 7.1648 -0.031 0.046 -0.007 0.063
H 1.4894 -3.5926 6.5405 0.010 0.031 -0.021 0.057
H 0.1606 -4.0679 5.4570 -0.013 0.050 -0.036 0.046
C -0.8647 1.3675 -5.5328 -0.123 0.065 -0.028 -0.291
S 0.6795 1.0906 -6.4094 -0.069 -0.140 -0.020 0.783
O 1.5877 2.2102 -6.0541 0.039 0.070 0.104 -0.555
C 0.0343 1.4225 -8.0520 -0.057 0.051 -0.092 -0.265
H -0.6677 1.2474 -4.4705 0.051 0.021 -0.009 -0.024
H -1.2274 2.3776 -5.7258 0.073 0.018 -0.044 0.063
H -1.6038 0.6319 -5.8517 0.027 -0.029 0.001 0.055
H -0.3825 2.4290 -8.0862 0.029 0.013 0.057 0.061
H -0.7295 0.6850 -8.2984 0.019 -0.024 0.023 0.055
H 0.8575 1.3432 -8.7586 0.041 -0.016 0.044 0.052
C -4.5256 4.5087 1.7397 0.010 -0.070 0.104 -0.272
S -4.1398 6.0206 0.8442 -0.120 0.017 -0.098 0.813
O -2.6562 6.1145 0.7666 0.050 -0.115 0.096 -0.560
C -4.6849 7.1406 2.1362 0.029 0.068 0.122 -0.266
H -4.2237 3.6649 1.1219 -0.007 0.036 -0.054 0.034
H -3.9780 4.4893 2.6825 0.022 0.051 -0.015 0.060
H -5.5986 4.4589 1.9232 -0.005 0.001 -0.026 0.056
H -4.1266 6.9464 3.0519 0.036 -0.030 -0.030 0.061
H -5.7530 7.0057 2.3054 -0.005 -0.009 -0.045 0.056
H -4.4955 8.1577 1.8006 0.017 -0.018 -0.057 0.054
```
Positions in Å, forces in eV/Å.